# C19H30N2O5S

A single C19H30N2O5S molecule (wB97M-V/def2-TZVPD, OMol25).

## Properties
HOMO in eV: -8.579
ΔE to the lowest compared entry with this formula, charge and spin in kcal/mol: 2.10
DFT total energy in eV: -44242.986
SMILES string: COCCCNC(=O)[C@H]1CC[C@@H](CNS(=O)(=O)c2ccc(OC)cc2)CC1
Charge: 0

Geometry as XYZ:
```
57
Properties=species:S:1:pos:R:3:forces:R:3:nbo_charge:R:1
S -2.2885 -0.8033 -2.1866 0.3203 -0.1285 0.4624 2.33
O 1.4441 1.8592 0.8810 -0.2572 0.3093 -0.0746 -0.65
O -2.2305 -0.3756 -3.5548 0.2218 0.2009 0.1225 -0.94
O -1.8492 3.4332 1.8409 -0.2438 -0.1989 0.0119 -0.49
O -1.0469 -2.8199 0.9165 0.0946 -0.0700 -0.2025 -0.56
O -3.2921 -1.7584 -1.7960 0.1488 0.2077 0.2175 -0.95
N -0.7882 -1.3795 -1.7503 -0.7618 0.0589 -0.2580 -0.91
N 1.8753 -0.1355 1.8195 0.0684 -0.3749 0.2153 -0.62
C -0.4794 -0.7844 2.1635 0.1761 -0.2251 0.0346 -0.45
C -0.8004 4.3761 1.7382 0.2403 0.1649 -0.0235 -0.26
C -2.8910 1.4969 1.0556 0.1235 0.2360 -0.0034 -0.26
C 2.7096 1.1732 -1.5076 -0.2057 0.1116 0.1556 -0.38
C 2.0511 0.8055 0.8635 0.5080 -0.2387 0.0554 0.70
C -1.4266 2.6995 -0.4377 -0.0178 0.1027 0.0984 -0.30
C 1.4429 0.5257 -2.0585 0.2952 -0.1199 -0.1197 -0.42
C 3.3574 -0.9881 -0.4812 -0.2083 -0.0306 0.2174 -0.40
C -2.0302 2.5739 0.8135 -0.1344 -0.2994 -0.0999 0.34
C 1.5954 -0.9764 -2.2902 -0.4177 -0.0070 0.1576 -0.22
C 0.2512 -1.5817 -2.7330 0.4574 0.1355 -0.5225 -0.22
C -2.3761 0.6025 -1.0968 -0.1333 -0.4110 -0.4098 -0.39
C -2.4272 -2.9932 1.1671 -0.0833 -0.1246 0.0152 -0.26
C -3.0469 0.5065 0.1086 -0.1131 0.0027 -0.0046 -0.18
C 2.0957 -1.6617 -1.0176 0.2618 0.0187 -0.3675 -0.41
C 0.7611 -0.0919 2.7391 -0.3616 0.0956 0.0292 -0.22
C 3.1143 0.4960 -0.1944 0.1475 0.1932 -0.2891 -0.31
C -1.6109 1.7135 -1.3892 -0.1191 0.1035 -0.0273 -0.11
C -0.3145 -2.3056 2.0087 0.1082 0.3009 0.0514 -0.06
H 1.0622 -0.5531 3.6830 0.0026 0.0943 0.0097 0.19
H 0.1394 3.8811 1.4792 -0.0382 0.0311 0.0117 0.21
H 3.5253 1.0854 -2.2282 0.0714 0.0097 0.0044 0.20
H -1.3341 -0.5567 2.8007 -0.0850 0.0497 -0.0324 0.21
H 1.1641 1.0071 -2.9975 -0.1205 0.0560 -0.0379 0.21
H 2.3007 -2.7149 -1.2251 -0.0690 -0.0625 0.0454 0.21
H -3.3943 1.4483 2.0085 -0.0552 -0.0292 0.1152 0.23
H 4.0446 0.9501 0.1708 -0.0980 -0.0188 0.0124 0.23
H 0.7266 -2.5556 1.7848 -0.0224 0.0089 0.0850 0.17
H -2.5939 -3.8732 1.7994 -0.0128 0.0526 -0.0036 0.17
H 0.6336 0.6810 -1.3449 -0.0172 0.0430 -0.0289 0.22
H 2.5223 2.2316 -1.3246 0.0800 -0.0095 -0.0494 0.23
H -1.1637 1.7919 -2.3664 0.1653 0.0816 -0.0818 0.23
H 0.5289 0.9618 2.9088 0.0585 -0.1457 0.1194 0.24
H -2.9068 -3.1300 0.1990 -0.0634 -0.0176 0.1133 0.22
H 3.7331 -1.5156 0.4003 0.0778 -0.0281 -0.0144 0.19
H -3.6760 -0.3516 0.2814 -0.0866 -0.0915 0.1244 0.24
H 2.3604 -1.0119 1.7346 0.0458 0.1119 -0.1223 0.39
H 1.2996 -1.6144 -0.2761 -0.0767 -0.0582 0.1294 0.20
H 0.3830 -2.6483 -2.9539 -0.0697 0.0782 -0.0117 0.19
H -0.7200 4.8332 2.7232 0.0157 0.0051 -0.0867 0.20
H 4.1432 -1.0541 -1.2386 0.0542 -0.0235 0.0664 0.21
H 2.3186 -1.1459 -3.0961 0.0039 -0.0363 -0.0168 0.20
H -2.8568 -2.1160 1.6560 -0.0462 0.0391 0.0082 0.17
H -1.0301 5.1511 1.0008 -0.0081 -0.0242 0.0183 0.17
H -0.5959 -2.8238 2.9355 0.0566 -0.0174 -0.0560 0.17
H -0.0978 -1.0833 -3.6401 0.2083 -0.1504 -0.0760 0.23
H -0.8419 -2.0599 -1.0056 -0.1598 -0.0774 0.3028 0.44
H -0.6773 -0.3629 1.1751 -0.0099 0.0279 0.0109 0.23
H -0.7965 3.5424 -0.6657 0.0835 0.0878 -0.0008 0.23
```
Forces are in eV/Å.